The following is a quantum chemistry calculation of a structure of composition C16H24ClIN2O2PTc at a distorted geometry, from the OMol25 dataset.

```
48
Properties=species:S:1:pos:R:3:mulliken_spin:R:1
C 1.41 2.16 -3.37 -0.027
I -0.34 1.96 -4.48 0.969
H 1.69 1.34 -2.60 -0.009
H 1.13 3.04 -2.80 0.047
H 2.25 2.44 -4.03 0.005
Tc 0.05 -0.67 0.68 1.238
P 1.16 -1.62 -1.02 -0.046
C 1.37 -1.28 -2.73 0.001
C 2.94 -1.95 -0.60 0.041
H 0.15 -3.75 -0.26 -0.001
H 0.95 -3.91 -1.88 0.005
H -0.64 -3.07 -1.71 0.002
C 0.34 -3.26 -1.23 0.028
H 3.05 -2.27 0.45 -0.001
H 3.33 -2.69 -1.31 0.004
H 1.99 -2.06 -3.19 -0.003
H 1.82 -0.30 -2.90 0.009
H 3.46 -0.99 -0.75 -0.001
H 0.41 -1.26 -3.26 -0.002
C -0.35 0.70 -0.56 -0.065
O -0.57 1.67 -1.17 -0.029
Cl 1.66 -0.57 2.27 0.046
C -3.93 3.62 3.81 -0.002
N -3.44 2.74 2.78 0.191
N -2.55 1.77 3.02 0.132
C -2.32 1.06 1.85 0.015
O -1.46 0.10 1.85 0.303
C -3.23 1.61 0.90 0.105
C -3.86 2.67 1.50 -0.061
C -4.83 3.65 0.97 0.004
C -2.03 1.50 4.32 0.015
C -2.90 1.13 5.36 0.032
C -2.35 0.70 6.58 -0.012
C -0.95 0.68 6.75 0.041
C -0.10 1.12 5.72 -0.005
C -0.63 1.54 4.50 0.025
H -4.07 4.60 3.35 0.005
H -3.24 3.74 4.65 0.007
H -4.90 3.29 4.19 0.010
H -3.37 1.22 -0.09 -0.004
H -5.85 3.45 1.35 -0.004
H -4.53 4.67 1.23 -0.003
H -4.84 3.55 -0.13 0.000
H -3.99 1.20 5.19 -0.001
H -3.03 0.36 7.37 0.000
H -0.53 0.33 7.71 0.000
H 1.00 1.12 5.86 0.000
H 0.00 1.91 3.67 -0.005
```

Results
HOMO (alpha / beta) = -17.17 / -16.90 eV
ΔE to the lowest compared entry with this formula, charge and spin = 0.00 kJ/mol
2S+1 = 4
HOMO-LUMO gap (alpha / beta) = 6.50 / 3.34 eV
max |F| = 0.083 Eh/bohr
charge = +3
electronic energy = -56136.381 eV